ORCA calculation (the ωB97M-V functional and the def2-TZVPD basis) on a molecular structure, C31H53BrCuNO3P3 at a distorted geometry.

Structure (XYZ):
```
93
Properties=species:S:1:pos:R:3:forces:R:3
C -4.82442 -2.19345 -7.85325 0.05 0.08 -0.37
C -3.70664 -1.34285 -7.77106 -0.39 -0.05 -0.59
C -3.26922 -0.75776 -8.97088 -0.21 -0.24 -0.23
C -3.93012 -1.05388 -10.17607 0.30 0.12 0.98
N -4.97802 -1.86929 -10.22217 -0.19 -0.10 -0.45
C -5.42474 -2.43177 -9.10455 0.53 0.31 0.80
C -2.99674 -1.09621 -6.53193 0.72 -0.09 0.63
C -2.29742 -0.95738 -5.54248 -1.20 -0.64 -2.39
C -1.56801 -0.87231 -4.34653 -0.30 0.06 0.05
C -2.33254 -0.52872 -3.22811 0.65 0.41 0.23
C -1.66386 -0.33153 -2.03260 -0.69 0.14 -0.09
C -0.29199 -0.49765 -2.01477 -0.29 -0.85 0.16
C 0.48437 -0.91490 -3.06564 -0.26 -0.40 -0.37
C -0.18570 -1.09714 -4.28565 0.23 0.22 0.38
Cu 0.02409 0.52669 -0.51077 0.73 -1.22 0.53
P -0.75854 2.47327 -0.03284 -0.22 1.05 1.28
H -2.41652 -0.09728 -8.97404 0.08 0.08 0.00
H -5.21699 -2.67881 -6.97371 -0.01 -0.03 0.11
H -3.57855 -0.60542 -11.11272 -0.24 -0.24 0.34
H -6.29020 -3.10271 -9.17900 0.40 0.33 -0.03
H 0.35190 -1.39700 -5.19115 -0.17 0.19 0.39
H -3.41163 -0.39024 -3.30282 0.36 -0.04 -0.01
H 1.54626 -1.05388 -2.95225 0.07 -0.21 -0.03
H -2.25589 -0.01069 -1.18138 0.11 -0.28 0.03
C 0.25149 3.22836 1.28403 0.14 0.03 -0.04
C 0.37922 4.74727 1.25143 0.09 0.17 0.30
H 1.23701 2.74041 1.19910 -0.25 0.22 0.17
H -0.18986 2.88031 2.23230 0.13 0.05 -0.26
H 0.89836 5.07091 2.16000 -0.08 0.07 -0.20
H 0.97267 5.08826 0.39669 -0.10 -0.02 0.14
H -0.59453 5.24868 1.22593 0.23 -0.09 -0.02
C -0.55280 3.40883 -1.58909 0.38 -0.01 -0.28
C -1.81867 3.86847 -2.30274 -0.14 0.22 -0.18
H -0.00585 2.71697 -2.25300 -0.17 0.28 0.14
H 0.12790 4.24814 -1.38208 -0.25 -0.15 -0.12
H -1.52765 4.29190 -3.27338 -0.20 -0.07 0.22
H -2.51087 3.03713 -2.49885 0.19 0.24 0.07
H -2.34603 4.65077 -1.74144 0.10 -0.28 -0.17
C -2.49288 2.53059 0.50926 -0.19 -0.16 -0.04
C -2.96403 3.84068 1.13601 -0.30 0.14 0.08
H -2.59817 1.69833 1.22578 0.00 0.24 -0.20
H -3.10886 2.27644 -0.36708 0.11 0.02 0.23
H -4.03624 3.75654 1.35346 0.25 0.09 0.00
H -2.45116 4.05022 2.08207 -0.08 -0.04 -0.23
H -2.83345 4.69879 0.46452 0.00 -0.21 0.18
Br 2.35402 -0.14705 -0.07059 -0.70 1.02 0.21
P 3.77875 2.02127 -3.36435 -1.85 -1.21 0.76
C 2.68876 3.23107 -2.55578 0.23 0.46 -0.32
C 3.50036 4.52624 -2.38819 0.06 0.38 0.24
H 2.37618 2.79639 -1.58789 0.09 0.08 -0.39
H 1.79879 3.39533 -3.19438 0.57 -0.15 0.25
H 2.84710 5.39929 -2.30145 0.12 -0.14 0.03
H 4.12760 4.48245 -1.49149 -0.07 0.02 -0.17
H 4.16435 4.68325 -3.24928 -0.23 0.15 0.22
C 4.31131 0.82453 -2.12035 0.98 0.34 0.08
C 5.70633 0.23902 -2.34410 0.18 -0.20 0.01
H 3.53890 0.02939 -2.13998 0.32 0.57 -0.13
H 4.25087 1.34189 -1.14463 0.06 -0.22 -0.55
H 6.01292 -0.31221 -1.44944 -0.04 0.09 -0.19
H 5.71716 -0.45919 -3.18561 0.03 0.11 0.06
H 6.44328 1.02376 -2.53791 -0.06 -0.17 0.12
C 2.73537 1.13207 -4.57152 0.63 0.10 -0.39
C 3.09853 1.69485 -5.95555 -0.16 -0.05 -0.37
H 1.67963 1.30270 -4.31068 0.34 -0.07 -0.02
H 2.95864 0.05399 -4.49348 0.00 0.44 -0.07
H 2.72752 1.04331 -6.75132 0.06 0.15 0.09
H 2.65967 2.68906 -6.10155 0.12 -0.17 0.01
H 4.18817 1.78660 -6.06082 -0.30 -0.09 -0.14
C 2.19870 -3.13552 1.95789 -0.10 -0.11 0.29
C 1.19321 -2.97941 0.84463 0.30 0.28 -0.33
O -0.01438 -2.39421 1.40107 -0.62 1.17 -0.30
P -0.90429 -1.10805 0.97537 -0.89 -2.23 1.10
O -1.42750 -0.49821 2.38939 0.52 -0.47 -1.23
C -2.32142 -1.27641 3.30025 -0.05 0.25 -0.30
C -1.61020 -2.42637 3.95406 0.21 -0.30 0.01
O -2.21872 -1.81091 0.35950 0.42 0.29 0.17
C -2.53854 -3.24557 0.22561 -0.15 0.26 0.38
C -2.01661 -3.79953 -1.07472 0.20 -0.17 0.00
H 2.37367 -2.16113 2.43011 -0.02 -0.22 -0.08
H 3.14031 -3.48275 1.53540 0.07 -0.06 0.01
H 1.87961 -3.85380 2.72704 0.03 0.24 -0.27
H 1.60322 -2.27550 0.10929 -0.36 -0.68 0.14
H 0.94004 -3.92112 0.34151 -0.14 0.17 0.32
H -2.65685 -0.54522 4.04003 0.12 0.00 -0.27
H -3.18098 -1.60738 2.70743 0.15 0.13 0.09
H -0.72543 -2.07727 4.49522 -0.11 -0.10 -0.10
H -2.28088 -2.91168 4.67102 0.04 0.15 -0.09
H -1.30863 -3.17385 3.21176 -0.03 0.14 0.31
H -2.15302 -3.79527 1.09763 -0.04 0.29 -0.30
H -3.63448 -3.27306 0.26216 0.30 0.06 -0.01
H -0.92288 -3.90373 -1.04788 -0.27 0.06 -0.09
H -2.45008 -4.79748 -1.22202 0.14 0.22 -0.05
H -2.29950 -3.15991 -1.91724 0.01 -0.16 0.13
```
Positions in Å, forces in eV/Å.

M: 724.14 g/mol
Kohn-Sham gap (alpha / beta): 4.988 / 4.624 eV
E: -6731.4011 Ha
<S²>: 0.78
Energy relative to the best compared isomer or geometry (same formula, charge and spin): 0.0000 eV
HOMO (alpha / beta): -0.483 / -0.483 Ha
Total charge: +2
Multiplicity: 2

***

ORCA calculation (the ωB97M-V functional and the def2-TZVPD basis) on a molecular structure, C31H53BrN5O4SScSi.

Structure (XYZ):
```
97
Properties=species:S:1:pos:R:3:forces:R:3
Sc 1.19962 1.14644 0.93732 0.27 0.38 0.42
C -1.53997 5.44649 -3.61821 0.03 0.07 0.13
O -1.59151 6.09258 -2.34091 -0.06 -0.04 -0.08
C -1.21846 5.41315 -1.26334 -0.02 -0.04 -0.16
C -1.35585 6.10531 -0.03707 0.05 -0.07 0.02
C -0.98497 5.48777 1.11246 -0.03 -0.01 0.02
C -0.44943 4.16546 1.12923 -0.04 0.26 0.13
C 0.03080 3.59650 2.33814 0.08 -0.13 -0.04
C -0.23364 4.16916 3.69369 -0.03 0.05 0.03
O 0.72613 2.52973 2.35907 -0.14 0.18 0.02
C -0.36836 3.47524 -0.11675 0.09 -0.34 -0.06
O 0.01071 2.20866 -0.18556 0.16 0.18 0.19
C -0.73534 4.11036 -1.29908 -0.12 0.11 0.04
H -1.93203 6.16542 -4.32800 0.01 0.02 -0.01
H -2.16207 4.55140 -3.61873 -0.01 -0.01 0.00
H -0.50984 5.19577 -3.87150 0.01 -0.02 -0.04
H -1.75197 7.11053 -0.04590 0.01 -0.01 -0.02
H -1.08619 6.03389 2.03792 0.02 0.00 -0.01
H -0.70655 5.14281 3.70523 -0.01 -0.01 -0.01
H 0.70368 4.21235 4.24785 0.00 -0.01 -0.01
H -0.88807 3.46292 4.21171 0.01 0.01 0.00
H -0.65739 3.55018 -2.21817 0.00 -0.01 0.01
S 3.35328 0.28551 2.52791 -0.05 -0.15 -0.10
C 2.96152 -0.58613 3.93742 -0.05 0.14 -0.04
N 3.31030 -1.83616 4.19846 0.13 -0.03 0.00
C 2.90826 -2.28344 5.53671 0.00 0.07 -0.06
C 2.35692 -0.98039 6.15378 0.01 0.01 -0.09
N 2.26150 -0.09331 4.97941 -0.01 0.03 0.05
H 3.86411 -2.36916 3.54891 -0.04 -0.05 0.01
H 3.75925 -2.67611 6.08694 0.01 -0.01 0.01
H 2.14911 -3.06053 5.46693 -0.03 -0.01 -0.02
H 3.03863 -0.56108 6.89218 0.02 0.02 0.00
H 1.38382 -1.12108 6.61534 -0.01 -0.01 0.01
H 2.22348 0.90928 5.07814 -0.05 0.00 0.02
N 0.06860 -0.21924 2.42246 -0.27 0.12 -0.05
C -1.38842 -0.16435 2.57260 -0.02 -0.05 0.06
C -2.13084 0.79335 1.90278 -0.03 0.06 -0.04
C -3.51118 0.83942 2.06500 0.00 -0.06 0.02
C -4.14802 -0.07435 2.89026 0.01 0.00 0.00
C -3.40071 -1.03628 3.55902 -0.02 0.01 0.00
C -2.02396 -1.07645 3.40441 0.03 -0.09 -0.02
H 0.34811 -1.17863 2.23392 -0.01 -0.07 0.00
H 0.48991 0.01849 3.31869 0.03 0.03 0.05
H -1.65460 1.49836 1.23583 0.03 0.00 -0.01
H -4.08738 1.58843 1.53630 0.03 -0.02 0.01
H -5.22243 -0.04010 3.01321 0.02 0.00 0.00
H -3.89053 -1.75402 4.20419 0.01 0.01 -0.01
H -1.44026 -1.82976 3.92276 -0.01 0.01 0.01
C 1.38453 -4.56498 -1.71632 0.03 -0.07 -0.06
C 1.05759 -3.47162 -2.74763 0.05 -0.13 -0.12
C 0.45298 -4.13202 -4.00834 0.11 -0.09 -0.03
C 2.40158 -2.83767 -3.15083 -0.01 -0.03 -0.02
Si -0.24474 -2.26941 -2.08316 0.17 0.10 0.19
Br 1.17277 -1.03799 -0.55779 0.08 -0.42 -0.32
C -1.55547 -3.03044 -0.94768 -0.12 -0.16 -0.03
C -2.18630 -4.21446 -1.71622 -0.14 0.00 0.02
C -2.67120 -2.03343 -0.60785 -0.07 -0.04 0.06
C -1.01589 -3.55775 0.39054 -0.03 -0.10 -0.07
C -0.86189 -0.95292 -3.28322 -0.16 -0.06 -0.22
C -1.44192 0.30004 -2.61366 -0.11 0.01 -0.07
C -1.97535 -1.61551 -4.13085 0.00 0.08 -0.10
C 0.25134 -0.49098 -4.23389 0.00 0.04 -0.04
H 2.14258 -5.22556 -2.14698 -0.02 0.00 0.02
H 0.52822 -5.18704 -1.46039 0.02 0.02 -0.04
H 1.79833 -4.15248 -0.79287 0.00 0.03 -0.03
H 1.15224 -4.89008 -4.37363 -0.02 0.01 0.01
H 0.30475 -3.41499 -4.81733 0.05 -0.05 0.04
H -0.49760 -4.63416 -3.82229 0.03 0.02 0.01
H 3.05502 -3.64428 -3.49624 0.00 0.04 -0.01
H 2.90445 -2.34961 -2.31593 -0.02 -0.04 0.04
H 2.31833 -2.12114 -3.96358 -0.04 0.02 0.00
H -2.62228 -3.91316 -2.67211 0.03 -0.03 0.08
H -2.99791 -4.62661 -1.10892 0.02 0.01 -0.02
H -1.48246 -5.02316 -1.90767 -0.01 0.01 0.04
H -3.22002 -1.68456 -1.48109 0.01 -0.05 0.01
H -2.29459 -1.16432 -0.06765 0.02 0.05 0.02
H -3.39111 -2.53769 0.04546 0.01 0.04 -0.01
H -0.23733 -4.31083 0.28648 -0.03 0.05 0.00
H -1.84946 -4.01407 0.93344 0.04 0.01 0.01
H -0.62874 -2.74778 1.00629 0.02 0.08 0.07
H -2.37120 0.10816 -2.08092 0.04 0.00 0.00
H -1.66895 1.02064 -3.40789 -0.03 -0.01 0.05
H -0.74862 0.77787 -1.92656 0.09 0.02 0.03
H -2.82421 -1.94893 -3.53310 0.03 0.08 -0.01
H -1.61716 -2.46886 -4.70992 -0.02 0.06 0.04
H -2.35313 -0.87793 -4.84564 0.01 -0.01 0.01
H 1.09246 -0.03882 -3.70158 -0.03 -0.01 0.01
H -0.16507 0.26676 -4.90467 0.04 -0.01 0.01
H 0.63202 -1.29547 -4.86165 -0.01 0.02 0.02
N 4.19909 3.75433 -0.04887 0.06 0.01 -0.04
C 3.89773 2.50557 -0.40884 -0.14 -0.14 0.07
N 4.66482 1.85303 -1.28491 0.06 0.04 0.03
O 2.87987 1.93832 0.06939 -0.01 0.04 0.02
H 4.99764 4.24649 -0.40894 0.01 0.01 0.00
H 3.59726 4.21937 0.60730 0.00 0.02 0.01
H 5.52376 2.23175 -1.64409 -0.01 0.00 -0.02
H 4.43546 0.89400 -1.48018 0.02 -0.01 -0.03
```
Positions in Å, forces in eV/Å.

M: 744.81 g/mol
Kohn-Sham gap: 8.288 eV
E: -5810.0782 Ha
HOMO: -0.489 Ha
Total charge: +2